Molecular formula: C10H8F6OS
Method: DFT, ωB97M-V with the def2-TZVPD basis set

Values from the calculation:
total charge	0
LUMO	0.50	eV
E_HOMO	-8.481	eV
ΔE to the lowest compared entry with this formula, charge and spin	1.0251	eV
SMILES	Cc1ccc(S)c(C(O)(C(F)(F)F)C(F)(F)F)c1

Cartesian coordinates (Å):
S: 0.76357 2.92529 -0.59818
F: 2.30550 -0.10197 -1.86446
F: 2.27290 -2.10466 -0.89135
F: 3.01566 1.70544 0.62384
F: 3.86416 -0.73347 -0.53144
F: 3.37257 0.26446 1.98753
F: 1.47158 1.27141 2.12547
O: 1.42356 -1.46129 1.32964
C: 2.35020 0.78283 1.25854
C: -2.45105 0.69787 -0.65548
C: -1.49727 1.68571 -0.70006
C: 0.25649 0.09371 0.00312
C: -0.81189 -0.83766 0.12734
C: 2.58247 -0.75099 -0.73448
C: -0.17419 1.43977 -0.49343
C: -2.16475 -0.55801 -0.20923
C: -3.09222 -1.69905 -0.00740
C: 1.61416 -0.33303 0.47317
H: -0.73256 -1.80102 0.51821
H: -3.97519 -1.69346 -0.70441
H: 1.16312 -2.10801 0.63725
H: -3.44140 -1.58103 1.07726
H: -1.87962 2.70046 -0.99322
H: -0.26819 3.85200 -0.71424
H: -2.53313 -2.61142 -0.14954
H: -3.43449 0.95613 -0.91447

Listed below, in e, are the Mulliken charges computed for each atom: -0.27, -0.25, -0.36, -0.22, -0.26, -0.30, -0.23, -0.65, 0.33, -0.81, -0.84, 0.10, -0.54, 0.87, 1.11, 0.12, -1.42, 0.96, 0.47, 0.36, 0.46, 0.27, 0.09, 0.16, 0.37, 0.47



Molecular formula: C27H22ClIN4O5Ta
Method: DFT, ωB97M-V with the def2-TZVPD basis set

Values from the calculation:
total charge	+1
LUMO	-3.41	eV
E_HOMO	-10.755	eV
ΔE to the lowest compared entry with this formula, charge and spin	0.0000	eV

Cartesian coordinates (Å):
Ta: -0.04538 -0.35009 0.54481
I: 4.99651 0.46773 0.02908
Cl: 3.16250 5.46072 -2.01863
O: -0.75450 1.49572 4.18876
O: 0.13624 -0.15323 -1.41874
O: 0.74959 -2.07346 0.04442
O: -0.85483 0.57614 2.15611
O: 1.81451 0.41459 0.64082
N: -1.51343 -1.91043 1.39289
N: -0.07500 2.04458 0.07944
N: -2.16841 0.00776 -0.11599
N: 1.04747 -1.07208 2.51015
C: -0.30168 0.77050 3.35150
C: 1.16699 2.44730 -0.29604
C: 1.10896 -5.96665 1.35146
C: -1.64779 1.79875 -4.57429
C: 2.12498 -5.36174 0.60216
C: 0.33979 0.89257 -3.52110
C: -0.14225 -3.90622 1.24566
C: -1.79941 0.77177 -2.39830
C: 2.77460 3.95730 -1.25802
C: 0.87924 -3.31296 0.48861
C: -3.19302 -0.18866 0.91957
C: -2.40371 1.40631 -3.49826
C: -0.42314 0.49981 -2.41850
C: -0.01886 -5.24399 1.65642
C: -0.89552 4.18482 -0.58028
C: 1.43029 3.69187 -0.88406
C: -0.27018 1.53999 -4.57426
C: 3.75929 3.04284 -1.01880
C: 3.47228 1.81352 -0.38066
C: -1.06220 2.90238 -0.03157
C: 0.98928 -0.01192 3.52676
C: 0.33712 4.57128 -1.03055
C: 2.01537 -4.05751 0.16637
C: 2.18982 1.51215 -0.01344
C: -1.33872 -3.17372 1.55327
C: -2.59260 0.41077 -1.26644
C: -2.81513 -1.37327 1.81129
H: -2.15997 -3.75784 1.97263
H: 2.00589 -1.25645 2.22885
H: 3.01201 -5.92867 0.35142
H: 2.78796 -3.59073 -0.42993
H: 4.77522 3.27097 -1.30922
H: -3.24594 0.71731 1.52153
H: -1.74903 4.84379 -0.64768
H: -2.03418 2.58380 0.32313
H: -0.82364 -5.69765 2.22322
H: 0.32809 1.84736 -5.42227
H: 1.20699 -6.99221 1.67680
H: -3.47115 1.59356 -3.47771
H: -2.10821 2.29700 -5.41528
H: -2.73949 -1.04358 2.84683
H: 1.39967 0.67479 -3.52215
H: -4.16240 -0.35197 0.44839
H: -3.56698 -2.16092 1.75619
H: 0.66351 -1.94017 2.87023
H: 0.49266 5.54350 -1.47788
H: 1.81635 0.67950 3.36405
H: -3.67075 0.52711 -1.38954
H: 1.06432 -0.38371 4.54679

Listed below, in e, are the Mulliken charges computed for each atom: 3.02, 0.05, -0.24, -0.61, -0.47, -0.49, -0.76, -0.39, -0.16, 0.21, -0.24, -0.54, 0.48, 0.67, -0.76, -0.80, -0.57, -0.57, 0.76, 0.58, 0.57, 0.23, -0.90, -0.74, 0.18, -0.75, -1.27, -0.26, -0.57, -0.44, -0.39, -0.21, -0.49, -0.89, -0.81, 0.06, -0.18, 0.00, -1.06, 0.43, 0.30, 0.44, 0.54, 0.44, 0.29, 0.48, 0.50, 0.43, 0.46, 0.43, 0.43, 0.43, 0.23, 0.55, 0.76, 0.72, 0.33, 0.49, 0.22, 0.37, 0.48



Molecular formula: C6H8O3
Method: DFT, ωB97M-V with the def2-TZVPD basis set

Values from the calculation:
total charge	0
LUMO	-0.77	eV
E_HOMO	-8.397	eV
ΔE to the lowest compared entry with this formula, charge and spin	3.4079	eV

Cartesian coordinates (Å):
O: 0.13482 1.12604 -1.87064
O: 2.47044 -1.17510 -0.92716
O: 1.32747 1.21323 1.46328
C: -0.17665 0.67960 -0.76001
C: -0.58611 -1.51603 0.71318
C: 1.45616 -0.83736 -0.47112
C: 0.01222 -0.90923 -0.56142
C: -1.32725 1.26485 0.04121
C: 1.59014 0.95057 0.32482
H: -2.25730 0.79892 -0.28747
H: -1.22439 1.10249 1.11107
H: -1.67028 -1.44661 0.66450
H: -0.29163 -2.56074 0.81060
H: -0.29136 -1.44372 -1.46953
H: -1.36018 2.33442 -0.15610
H: 2.44403 1.40336 -0.22669
H: -0.25014 -0.98469 1.60147

Listed below, in e, are the Mulliken charges computed for each atom: -0.60, -0.42, -0.46, 0.68, -1.44, 0.26, 0.41, -1.29, -0.13, 0.33, 0.37, 0.33, 0.41, 0.44, 0.36, 0.40, 0.35



Molecular formula: C7H9NO
Method: DFT, ωB97M-V with the def2-TZVPD basis set

Values from the calculation:
total charge	0
LUMO (alpha / beta)	0.52 / 0.52	eV
E_HOMO (alpha / beta)	-8.464 / -8.462	eV
ΔE to the lowest compared entry with this formula, charge and spin	6.5309	eV
SMILES	C#C[N+]([O-])=C1CCCC1

Cartesian coordinates (Å):
O: -0.75039 1.01791 2.17232
N: -0.93429 1.02907 0.93439
C: 1.84040 -0.95564 -0.24200
C: 1.16563 -0.16123 0.88496
C: 0.05273 0.56913 0.16681
C: -2.33167 1.47602 0.80461
C: -0.07196 0.04492 -1.26129
C: 0.75591 -1.28537 -1.18080
C: -3.50445 1.78790 1.01790
H: 0.28330 -2.23039 -1.05410
H: -4.50806 2.18367 1.15695
H: 2.25183 -1.90560 0.18322
H: 1.93596 0.52909 1.23386
H: 0.57350 -0.65542 1.71289
H: 2.74672 -0.59156 -0.78595
H: 1.24385 -1.50631 -2.21808
H: 0.32971 0.78232 -1.95451
H: -1.07872 -0.12852 -1.57116

Listed below, in e, are the Mulliken charges computed for each atom: -0.67, 0.48, -0.52, -0.40, 0.08, -0.36, -0.64, -0.62, -0.25, 0.36, 0.41, 0.29, 0.25, 0.34, 0.31, 0.26, 0.28, 0.40



- What is the formula in the third record?
  C6H8O3



- Among the records above, which one has the highest ΔE to the lowest compared entry with this formula, charge and spin?
  C7H9NO



- Look up the total charge of the fourth one.
  0



Copy entry 4 word for word.
Molecular formula: C7H9NO
Method: DFT, ωB97M-V with the def2-TZVPD basis set

Values from the calculation:
total charge	0
LUMO (alpha / beta)	0.52 / 0.52	eV
E_HOMO (alpha / beta)	-8.464 / -8.462	eV
ΔE to the lowest compared entry with this formula, charge and spin	6.5309	eV
SMILES	C#C[N+]([O-])=C1CCCC1

Cartesian coordinates (Å):
O: -0.75039 1.01791 2.17232
N: -0.93429 1.02907 0.93439
C: 1.84040 -0.95564 -0.24200
C: 1.16563 -0.16123 0.88496
C: 0.05273 0.56913 0.16681
C: -2.33167 1.47602 0.80461
C: -0.07196 0.04492 -1.26129
C: 0.75591 -1.28537 -1.18080
C: -3.50445 1.78790 1.01790
H: 0.28330 -2.23039 -1.05410
H: -4.50806 2.18367 1.15695
H: 2.25183 -1.90560 0.18322
H: 1.93596 0.52909 1.23386
H: 0.57350 -0.65542 1.71289
H: 2.74672 -0.59156 -0.78595
H: 1.24385 -1.50631 -2.21808
H: 0.32971 0.78232 -1.95451
H: -1.07872 -0.12852 -1.57116

Listed below, in e, are the Mulliken charges computed for each atom: -0.67, 0.48, -0.52, -0.40, 0.08, -0.36, -0.64, -0.62, -0.25, 0.36, 0.41, 0.29, 0.25, 0.34, 0.31, 0.26, 0.28, 0.40